No. 1
C5H9NOS | wB97M-V/def2-TZVPD

Output
SMILES string = C/C(=C/C(O)=S)CN
E_tot = -723.96199 hartree
molecular weight = 131.20 g/mol
lowest unoccupied orbital energy = -0.468 eV
energy above the lowest of the compared OMol25 structures with the same formula, charge and spin = 99.0 kcal per mole
strongest force on any atom = 6.334 eV/Å
HOMO = -8.53 eV
gap between HOMO and LUMO = 8.0593 eV
2S+1 = 1

Each line ends with the natural charge from an NBO analysis.
Geometry (Å):
C 2.19845 1.59773 -0.07826  -0.670
C 1.08563 0.50321 -0.30934  0.084
C -0.18085 0.88090 -0.46484  -0.379
C -1.31538 0.11215 -0.33668  0.229
O -1.22387 -1.12980 -0.92457  -0.646
S -2.68790 0.17460 0.63816  -0.084
C 1.49589 -0.88762 -0.13483  -0.317
N 2.56193 -1.24335 0.82215  -0.824
H 2.14321 1.80197 1.23970  0.243
H 3.47637 1.33138 -0.24760  0.234
H 2.01028 2.50196 -0.79699  0.245
H -0.44459 1.90794 -0.41925  0.241
H -0.51393 -1.11684 -1.50631  0.466
H 1.87219 -1.47269 -1.06861  0.222
H 0.56443 -1.50974 0.09956  0.232
H 3.55813 -1.04424 0.33708  0.361
H 2.49535 -0.68984 1.73710  0.364

***

No. 2
C9H9BrN2 | wB97M-V/def2-TZVPD

Output
SMILES string = N#C\C=C1/CCC/C1=C/N=C\Br
E_tot = -3031.76994 hartree
molecular weight = 225.09 g/mol
lowest unoccupied orbital energy = -0.316 eV
energy above the lowest of the compared OMol25 structures with the same formula, charge and spin = 0.0 kcal per mole
strongest force on any atom = 6.945 eV/Å
HOMO = -8.42 eV
gap between HOMO and LUMO = 8.1040 eV
2S+1 = 1

Each line ends with the natural charge from an NBO analysis.
Geometry (Å):
N 4.32519 -0.22494 -0.52548  -0.324
C 3.24906 -0.04621 -0.79327  0.254
C 1.93438 0.40574 -1.03478  -0.352
C 0.95248 -0.20733 -0.33764  0.080
C 1.17419 -1.39766 0.50902  -0.463
C 0.12065 -1.35064 1.46523  -0.401
C -1.03737 -0.74147 0.82336  -0.418
C -0.47758 0.13632 -0.25671  -0.092
C -1.23777 0.89303 -1.11885  0.025
N -0.99700 1.43543 -2.26183  -0.395
C -0.25621 2.37603 -2.61312  0.094
Br 0.60263 3.68392 -1.51117  0.011
H 1.72429 1.32389 -1.67278  0.240
H 1.26109 -2.23769 -0.26694  0.230
H 2.15442 -1.47777 0.95550  0.248
H 0.51509 -0.76116 2.33209  0.209
H -0.21453 -2.34216 1.84724  0.218
H -1.83809 -0.18579 1.42971  0.225
H -1.50256 -1.59310 0.41133  0.210
H -2.36587 0.83294 -0.83186  0.208
H -0.07690 2.62458 -3.59687  0.194

***

No. 3
C20H49B3O7 | wB97M-V/def2-TZVPD

Output
E_tot = -1392.83316 hartree
molecular weight = 434.04 g/mol
lowest unoccupied orbital energy = 0.623 eV
energy above the lowest of the compared OMol25 structures with the same formula, charge and spin = 0.0 kcal per mole
strongest force on any atom = 2.480 eV/Å
HOMO = -9.37 eV
gap between HOMO and LUMO = 9.9952 eV
2S+1 = 1

Each line ends with the Löwdin charge.
Geometry (Å):
C 4.46243 -2.89278 0.39103  -0.112
C 4.55908 -1.63324 -0.52758  -0.216
C 4.84050 -0.33589 0.32876  -0.064
B 3.74023 0.77926 0.06577  -0.484
O 4.08958 1.94720 -0.69260  0.207
B 3.21990 1.88031 -1.81572  -0.278
O 1.85216 2.08277 -1.54503  0.235
B 1.55542 1.59763 -0.24980  -0.483
C 0.17125 2.03386 0.43701  -0.064
C -1.03082 1.29353 -0.24427  -0.204
C -0.97375 -0.23302 0.00001  -0.162
C -2.16715 -0.96566 -0.70384  -0.213
O -2.61957 -1.99034 0.17872  -0.196
C -2.13493 -3.25796 -0.20405  -0.130
O 2.39167 0.70901 0.47732  0.260
H 4.95104 -2.74188 1.36462  0.071
H 3.41097 -3.17504 0.55884  0.070
H 4.95543 -3.75687 -0.07970  0.068
H 3.59862 -1.48088 -1.04531  0.100
H 5.34356 -1.82044 -1.26878  0.103
H 5.80696 0.07946 -0.00110  0.107
H 4.92283 -0.55636 1.40348  0.103
H 3.59049 1.61049 -2.90314  0.116
H 0.08495 3.12904 0.37755  0.107
H 0.20355 1.68599 1.48216  0.110
H -1.93330 1.65338 0.28173  0.115
H -1.11798 1.57224 -1.30428  0.117
H -0.04716 -0.70917 -0.35847  0.111
H -1.05446 -0.41306 1.08263  0.126
H -1.79278 -1.39373 -1.65082  0.115
H -2.96514 -0.25668 -0.96726  0.115
H -2.19085 -3.42030 -1.29842  0.085
H -1.08707 -3.43423 0.09152  0.088
H -2.79624 -4.01457 0.24340  0.087
C 7.02176 -7.65257 2.67595  -0.080
C 6.45781 -6.51092 3.50469  -0.282
O 5.64527 -5.61605 2.76564  -0.163
C 4.49474 -6.17588 2.15579  -0.282
C 3.52568 -6.80514 3.14156  -0.077
H 7.60321 -7.26375 1.83776  0.081
H 7.66822 -8.28200 3.28956  0.077
H 6.23495 -8.28606 2.26398  0.065
H 7.28287 -5.91485 3.89646  0.118
H 5.91063 -6.89185 4.37337  0.106
H 4.78789 -6.89334 1.38146  0.109
H 3.99548 -5.35445 1.64144  0.094
H 3.97407 -7.64073 3.68100  0.065
H 2.64444 -7.17940 2.61826  0.077
H 3.20570 -6.07014 3.88242  0.083
C -6.17273 2.62445 -3.21798  -0.079
C -5.64380 1.34058 -3.83454  -0.282
O -5.40612 0.31055 -2.89140  -0.168
C -6.52815 -0.12674 -2.14320  -0.281
C -7.65432 -0.68216 -2.99755  -0.080
H -5.48007 2.99672 -2.46050  0.079
H -6.29746 3.38952 -3.98601  0.077
H -7.13969 2.47765 -2.73484  0.065
H -4.68211 1.54383 -4.30744  0.118
H -6.31020 0.98405 -4.62700  0.106
H -6.88902 0.67951 -1.49569  0.107
H -6.16086 -0.91290 -1.48191  0.118
H -8.06366 0.06847 -3.67530  0.065
H -8.46758 -1.03937 -2.36406  0.077
H -7.29547 -1.51385 -3.60667  0.082
C -1.63186 8.14241 2.27251  -0.081
C -0.94520 6.89986 1.73145  -0.284
O -1.83732 5.95377 1.16899  -0.164
C -2.61344 6.39943 0.07053  -0.282
C -1.78555 6.85494 -1.11860  -0.079
H -2.37331 7.87016 3.02606  0.082
H -0.89950 8.81190 2.72647  0.077
H -2.14889 8.69773 1.48864  0.065
H -0.44075 6.38741 2.55150  0.118
H -0.16813 7.16687 1.00742  0.106
H -3.30575 7.18583 0.39008  0.106
H -3.22836 5.54910 -0.22813  0.116
H -1.15443 7.71084 -0.87508  0.065
H -2.43773 7.14470 -1.94400  0.077
H -1.13074 6.04976 -1.45746  0.079

***

No. 4
C13H12FN3O | wB97M-V/def2-TZVPD

Output
SMILES string = O=C(NCc1ccccn1)Nc1cccc(F)c1
E_tot = -841.99990 hartree
molecular weight = 245.26 g/mol
lowest unoccupied orbital energy = 0.758 eV
energy above the lowest of the compared OMol25 structures with the same formula, charge and spin = 0.0 kcal per mole
strongest force on any atom = 0.604 eV/Å
HOMO = -8.57 eV
gap between HOMO and LUMO = 9.3250 eV
2S+1 = 1

Each line ends with the natural charge from an NBO analysis.
Geometry (Å):
O -2.51509 1.17835 -1.72180  -0.652
C -1.91939 0.55585 -0.86655  0.795
N -0.88187 1.05602 -0.14260  -0.646
C -0.26736 2.29672 -0.55459  -0.260
C 1.20526 2.11294 -0.80845  0.210
C 1.96679 3.11344 -1.40575  -0.246
C 3.31807 2.89038 -1.59947  -0.157
C 3.86485 1.68194 -1.19123  -0.267
C 3.02401 0.75243 -0.60401  0.053
N 1.73168 0.96035 -0.41593  -0.462
N -2.30253 -0.74124 -0.57074  -0.626
C -1.91245 -1.61152 0.43687  0.193
C -1.47934 -1.17837 1.69141  -0.292
C -1.11902 -2.09578 2.66135  -0.163
C -1.19004 -3.45703 2.42163  -0.317
C -1.64805 -3.87215 1.18451  0.426
F -1.74510 -5.19417 0.92996  -0.324
C -2.00989 -2.98281 0.19439  -0.327
H -0.21144 0.40464 0.24855  0.429
H -0.77768 2.65237 -1.45603  0.250
H -0.40291 3.05346 0.23053  0.206
H 1.50244 4.03823 -1.71144  0.220
H 3.93680 3.64415 -2.06420  0.219
H 4.91327 1.46878 -1.32668  0.222
H 3.39230 -0.20707 -0.26475  0.195
H -2.94856 -1.11475 -1.25315  0.412
H -1.46078 -0.12554 1.91942  0.232
H -0.78690 -1.74277 3.62559  0.218
H -0.91389 -4.18294 3.16843  0.230
H -2.36318 -3.35390 -0.75525  0.227

***

No. 5
C17H26N4O2 | wB97M-V/def2-TZVPD

Output
SMILES string = NCCCC[C@@H](NC(=O)c1cccnc1)NC(=O)C1CCCC1
E_tot = -1032.81992 hartree
molecular weight = 318.42 g/mol
lowest unoccupied orbital energy = 0.012 eV
energy above the lowest of the compared OMol25 structures with the same formula, charge and spin = 33.3 kcal per mole
strongest force on any atom = 5.147 eV/Å
HOMO = -9.15 eV
gap between HOMO and LUMO = 9.1667 eV
2S+1 = 1

Each line ends with the natural charge from an NBO analysis.
Geometry (Å):
N -3.46912 -1.27142 -3.97702  -0.833
C -2.76007 -0.25234 -4.70140  -0.215
C -2.07359 0.81917 -3.82694  -0.407
C -1.18430 0.30479 -2.65999  -0.426
C -0.72033 1.49933 -1.85472  -0.398
C -0.41094 1.10618 -0.43039  0.097
N 0.55434 0.15576 -0.27974  -0.630
C 0.27718 -1.17293 -0.09343  0.666
O -0.85572 -1.51599 -0.00283  -0.604
C 1.43394 -2.02268 -0.32022  -0.203
C 2.82646 -1.94863 0.08906  -0.124
C 3.75548 -2.81905 -0.34230  -0.291
C 3.33225 -3.96005 -1.02290  0.064
N 2.05492 -4.11775 -1.44399  -0.413
C 1.17448 -3.20442 -1.04701  0.079
N 0.11079 2.30297 0.18902  -0.638
C 0.28597 2.60373 1.53038  0.704
O 0.58553 3.79121 1.66489  -0.624
C -0.10441 1.64346 2.71234  -0.303
C -0.05366 2.27095 4.14668  -0.397
C -0.16305 1.05424 5.00782  -0.393
C 0.64194 -0.00193 4.30863  -0.402
C 0.75448 0.36815 2.93490  -0.397
H -4.07876 -0.79054 -3.25132  0.350
H -2.86655 -1.92723 -3.48365  0.362
H -3.42743 0.30146 -5.42841  0.187
H -2.00746 -0.69009 -5.40984  0.185
H -1.56558 1.53903 -4.53493  0.204
H -2.88003 1.43310 -3.39629  0.186
H -1.75306 -0.50708 -2.03176  0.223
H -0.30095 -0.09464 -3.04896  0.199
H -1.50638 2.32001 -1.71423  0.212
H 0.14958 1.79437 -2.44870  0.212
H -1.32881 0.75595 0.11691  0.217
H 1.55526 0.48360 -0.41863  0.408
H 3.06932 -1.05038 0.66508  0.208
H 4.73871 -2.61034 0.11591  0.234
H 3.94557 -4.85282 -1.20213  0.208
H 0.10290 -3.23700 -1.31489  0.208
H 0.18195 3.09546 -0.37371  0.403
H -1.02540 1.19799 2.49722  0.215
H 0.80312 2.89439 4.21393  0.222
H -0.87909 2.91468 4.38387  0.216
H 0.20054 1.29219 6.03165  0.217
H -1.24718 0.78890 5.07884  0.196
H 1.73525 -0.03770 4.82651  0.195
H 0.07967 -0.85776 4.52662  0.216
H 0.56342 -0.38311 2.28279  0.207
H 1.74882 0.59480 2.73728  0.198

***

No. 6
C2ClF2O2 | wB97M-V/def2-TZVPD

Output
SMILES string = O=C([O-])C(F)(F)Cl
E_tot = -886.69206 hartree
molecular weight = 129.47 g/mol
lowest unoccupied orbital energy = 3.691 eV
energy above the lowest of the compared OMol25 structures with the same formula, charge and spin = 0.0 kcal per mole
strongest force on any atom = 3.881 eV/Å
total charge = -1
HOMO = -4.41 eV
gap between HOMO and LUMO = 8.1040 eV
2S+1 = 1

Each line ends with the natural charge from an NBO analysis.
Geometry (Å):
O -1.38178 -0.72117 -0.84353  -0.705
C -0.88616 -0.37052 0.17879  0.812
O -1.12763 -0.27037 1.32704  -0.698
C 0.81167 0.16195 -0.17411  0.461
F 1.11008 0.11430 -1.53646  -0.368
F 0.80671 1.49303 0.21065  -0.372
Cl 2.12413 -0.66366 0.70469  -0.129